Density functional theory data (ωB97M-V with the def2-TZVPD basis set) for a structure of composition C5H8O2 at a distorted geometry.

Properties
Kohn-Sham gap, eV: 10.84
HOMO, eV: -10.068
E, hartree: -345.61599
ΔE to the lowest compared entry with this formula, charge and spin, kcal/mol: 118.58

XYZ file:
```
15
Properties=species:S:1:pos:R:3:forces:R:3:mulliken_charge:R:1
C 1.29275 -0.97045 -0.99708 5.465 -3.766 1.140 0.46
C 1.01169 0.21388 -0.88418 2.966 4.357 0.550 -0.93
C 1.45705 -2.44918 -0.85066 0.738 1.169 -1.978 -0.96
C -0.46344 1.71936 1.51195 0.715 3.635 0.604 -0.57
C -1.43116 1.16650 0.54226 -0.244 -2.017 -0.481 0.63
O -2.16809 1.98688 -0.17645 -1.143 2.205 -1.108 -0.49
O -1.40246 -0.02994 0.35743 -0.688 -0.161 -0.016 -0.57
H 1.01642 -2.91425 -1.73266 -0.075 -0.243 0.227 0.30
H 2.49869 -2.75913 -0.81130 0.071 0.307 -0.004 0.31
H 0.98357 -2.72364 0.03075 -0.978 -0.805 1.532 0.30
H -0.48462 2.87232 1.84952 -0.454 -2.588 -1.082 0.26
H -0.40354 1.12890 2.41290 -0.013 -0.363 -0.036 0.25
H 0.44554 1.60297 0.89701 0.067 0.043 0.581 0.22
H -2.69409 1.75291 -1.00052 1.355 -0.751 1.813 0.36
H 0.34169 -0.59714 -1.14898 -7.783 -1.021 -1.743 0.43
```
Positions in Å, forces in eV/Å.